Density functional theory data (wB97M-V/def2-TZVPD) for 2 unconnected molecules or ions with the total composition C12H35N5O2P2.

Calculated values
Energy relative to the best compared isomer or geometry (same formula, charge and spin) ... 84.3 kcal/mol
DFT total energy ... -43132.4499 eV
SMILES ... CN(C)P(=O)(N(C)C)N(C)C.CCCNP(O)NCCC
Maximum force ... 8.03 eV/Å
LUMO ... -0.2 eV

Last column: Mulliken charge in e.
Element x y z (Å)
C1 -2.8106 6.6406 -0.1381  -1.20
C2 -1.9027 5.6438 0.6800  -0.47
C3 -1.1860 4.5783 -0.2132  -0.08
N1 -0.3239 3.7352 0.7068  -0.35
P1 0.0040 2.1396 0.0763  -0.23
O1 -1.3954 1.1644 0.0074  -0.47
N2 0.8372 2.2217 -1.4632  -0.41
C4 -0.0510 2.1990 -2.6638  -0.15
C5 0.0554 3.5933 -3.4255  -0.27
C6 -0.1268 3.4524 -5.0031  -1.08
H1 -3.5786 6.1075 -0.7639  0.30
H2 -3.3956 7.2772 0.5761  0.34
H3 -2.2098 7.3222 -0.7982  0.31
H4 -1.1377 6.2700 1.2158  0.30
H5 -2.5577 5.1386 1.4402  0.35
H6 -1.8997 3.8645 -0.7084  0.17
H7 -0.4687 5.0252 -0.9493  0.12
H8 -0.7777 3.6432 1.6168  0.34
H9 -2.1193 1.5582 -0.5122  0.33
H10 1.3913 1.3670 -1.4951  0.33
H11 0.2648 1.3949 -3.3849  0.46
H12 -1.1322 2.0177 -2.4411  0.03
H13 -0.8075 4.2230 -3.0724  0.02
H14 1.0008 4.1399 -3.1740  0.38
H15 -1.1718 3.7392 -5.2952  0.29
H16 0.0464 2.3950 -5.3366  0.31
H17 0.6148 4.1354 -5.4856  0.27
O2 0.7145 -4.5205 -0.7648  -0.80
P2 0.5984 -4.2110 0.7350  0.88
N3 0.0457 -2.5796 0.5161  0.08
C7 0.1733 -1.4673 1.4461  -0.04
C8 -1.2360 -2.4517 -0.1806  -0.88
N4 2.3156 -4.2194 0.9966  0.20
C9 3.0771 -3.0161 1.2716  -1.15
C10 3.1021 -5.0837 0.1160  -1.06
N5 0.3600 -4.1025 2.4921  -0.05
C11 1.1666 -5.0139 3.3345  -0.94
C12 -1.0517 -4.4099 2.8327  -1.12
H18 -0.5076 -1.5455 2.3051  0.23
H19 -0.0561 -0.5267 0.9379  -0.29
H20 1.1796 -1.3376 1.8290  0.19
H21 -2.0862 -2.5636 0.5061  0.30
H22 -1.3441 -3.2017 -0.9648  0.33
H23 -1.3183 -1.4759 -0.6646  0.15
H24 2.9888 -2.2774 0.4652  0.29
H25 4.1384 -3.2448 1.4040  0.43
H26 2.7773 -2.5712 2.2219  0.32
H27 3.2808 -4.6166 -0.8592  0.32
H28 2.5985 -6.0375 -0.0446  0.32
H29 4.0713 -5.3158 0.5675  0.33
H30 1.0943 -6.0501 2.9941  0.35
H31 0.8307 -4.9681 4.3748  0.37
H32 2.2156 -4.7302 3.3615  0.27
H33 -1.3195 -5.4308 2.5449  0.38
H34 -1.7409 -3.7303 2.3280  0.26
H35 -1.2303 -4.2879 3.9026  0.40